Entry 1:
The following is a DFT calculation (ωB97M-V/def2-TZVPD) of a structure of composition C5H8O2.

The geometry in XYZ format:
```
15
Properties=species:S:1:pos:R:3:forces:R:3
O -2.402 -0.857 -0.183 -0.15 0.15 0.05
C -1.244 -0.620 0.582 0.50 0.15 0.24
C 0.026 -0.972 -0.161 0.97 -0.62 -0.11
C 0.847 0.412 0.160 -1.76 -0.99 0.44
O 1.703 0.333 1.260 0.22 0.01 -0.11
C 1.292 1.039 -1.003 0.73 0.67 -0.89
C -0.615 0.733 0.514 -0.33 0.93 0.17
H -3.143 -0.431 0.265 0.03 -0.09 -0.09
H -1.321 -1.061 1.583 0.01 0.06 -0.13
H 0.654 -1.746 0.281 -0.20 -0.19 -0.11
H -0.153 -1.115 -1.224 0.04 -0.05 0.10
H 2.577 0.136 0.898 0.00 -0.01 0.16
H 2.056 1.812 -0.971 -0.09 -0.06 0.01
H 0.839 0.814 -1.960 0.00 0.05 0.14
H -1.105 1.498 -0.090 0.04 -0.03 0.13
```
Positions in Å, forces in eV/Å.

Calculated values
- LUMO level (spin up / spin down): 0.1 / -0.1 eV
- HOMO level (spin up / spin down): -8.035 / -7.792 eV
- Frontier orbital gap (spin up / spin down): 0.2980 / 0.2813 Ha
- Total energy: -345.61832 a.u.
- Spin multiplicity: 1
- F_max: 0.0402 Eh/bohr
- Relative energy (zero: lowest compared OMol25 entry of this formula, charge and spin): 490.0 kJ/mol

Entry 2:
The following is a DFT calculation (ωB97M-V/def2-TZVPD) of a structure of composition C7H11NO.

The geometry in XYZ format:
```
20
Properties=species:S:1:pos:R:3:forces:R:3
C -2.165 -0.308 0.755 -0.16 0.31 1.33
C 0.205 0.005 0.054 -0.03 -2.77 3.87
C 0.541 -1.495 0.660 -0.72 -2.94 -1.14
C -0.048 -0.060 -1.369 1.70 2.11 -0.69
C 0.559 0.752 -2.243 -0.11 0.24 1.24
C 1.656 1.883 -0.354 -0.51 -2.60 -2.08
C 1.194 0.953 0.489 2.48 3.39 -0.59
H -2.662 -0.203 1.812 0.06 -0.09 -2.46
H -1.876 -1.393 0.674 -1.14 1.02 -0.35
H -2.734 0.112 -0.162 0.64 -0.87 1.78
H -0.422 -0.102 1.989 -2.33 2.79 -3.55
H 0.885 -1.649 1.767 -1.03 1.03 -1.73
H -0.454 -2.164 0.428 2.43 1.56 1.06
H 1.281 -2.210 0.148 -0.57 1.68 0.06
H -0.624 -0.826 -1.692 -1.89 -2.16 -1.17
H 0.358 0.667 -3.359 0.86 0.67 1.66
H 2.423 2.618 -0.337 0.16 0.66 0.99
H 1.392 1.202 1.529 -0.09 -0.76 0.05
N -0.916 0.476 0.949 0.82 -3.22 3.31
O 1.407 1.742 -1.737 -0.56 -0.08 -1.58
```
Positions in Å, forces in eV/Å.

Calculated values
- LUMO level: 0.8 eV
- HOMO level: -8.357 eV
- Frontier orbital gap: 0.3383 Ha
- Total energy: -403.14399 a.u.
- Spin multiplicity: 1
- F_max: 0.0988 Eh/bohr
- Relative energy (zero: lowest compared OMol25 entry of this formula, charge and spin): 498.8 kJ/mol

Entry 3:
The following is a DFT calculation (ωB97M-V/def2-TZVPD) of a structure of composition C5H12BFLaO7P.

The geometry in XYZ format:
```
28
Properties=species:S:1:pos:R:3:forces:R:3
C -1.020 2.891 -1.348 -0.47 -1.45 0.00
C -1.271 2.271 -0.007 2.25 2.36 1.52
O -0.936 2.736 1.008 -0.88 -0.81 -0.29
O -2.025 0.933 0.083 0.75 0.11 -0.33
C -1.273 -0.191 -0.583 -1.71 -0.26 -0.33
C -0.086 -0.677 0.344 -0.43 -1.28 -0.07
O -0.633 -0.688 1.600 -0.23 -0.26 0.29
B 0.260 -1.104 2.638 -0.30 -0.20 0.70
O 1.532 -0.706 2.695 0.42 -0.27 -0.67
O -0.283 -1.889 3.601 -0.09 0.45 0.26
C 0.314 -2.034 -0.293 -0.91 -0.65 -1.40
O 1.501 -1.919 -0.939 0.42 0.51 0.23
P 2.083 -0.315 -1.102 2.02 0.16 -0.58
F 3.134 -0.631 0.125 -0.12 0.03 -0.08
O 0.847 0.166 0.119 1.01 2.08 0.62
H -0.963 2.180 -2.157 -0.10 -0.29 -0.43
H -1.750 3.659 -1.536 -0.32 0.52 -0.08
H -0.042 3.320 -1.267 0.58 0.49 0.04
H -2.009 -1.029 -0.689 -0.05 -0.11 0.23
H -0.879 0.108 -1.556 0.30 0.12 -0.25
H 2.173 -1.334 2.347 0.59 0.26 0.05
H -1.136 -1.538 3.854 -0.61 -0.49 0.19
H 0.245 -2.914 0.331 0.19 -0.06 0.75
H -0.420 -2.242 -1.099 -0.51 -0.15 0.11
H 1.011 0.005 -2.093 -0.15 0.00 -0.02
H 2.964 -0.680 -2.138 -0.15 -0.29 0.14
H 2.526 1.031 -1.048 -0.51 0.07 -0.15
La -3.866 0.591 -0.889 -0.99 -0.59 -0.44
```
Positions in Å, forces in eV/Å.

Calculated values
- LUMO level: -11.4 eV
- HOMO level: -14.473 eV
- Frontier orbital gap: 0.1128 Ha
- Total charge: +2
- Total energy: -1221.30020 a.u.
- Spin multiplicity: 1
- F_max: 0.0700 Eh/bohr

Entry 4:
The following is a DFT calculation (ωB97M-V/def2-TZVPD) of a structure of composition C29H31N8ORuS.

The geometry in XYZ format:
```
71
Properties=species:S:1:pos:R:3:forces:R:3
Ru -0.574 0.593 -0.021 0.98 0.63 0.01
C -1.917 0.728 4.029 0.48 0.02 0.24
C -0.784 0.865 4.831 -0.39 -0.04 -0.10
C 0.447 0.826 4.222 0.08 -0.02 -0.34
C 0.543 0.701 2.823 -0.88 -0.09 0.10
N -0.570 0.613 2.043 0.09 -0.13 0.62
C -1.755 0.602 2.664 -0.38 -0.11 -0.17
N 1.791 0.673 2.324 1.05 0.09 -0.14
C 2.200 0.603 1.112 0.22 -0.01 1.28
N 1.401 0.517 -0.011 -4.00 0.43 -0.24
C 2.204 0.622 -1.134 0.19 -0.10 -1.00
N 1.801 0.707 -2.346 0.88 0.10 -0.09
C 0.556 0.750 -2.856 -0.66 -0.11 0.04
C 0.470 0.844 -4.256 -0.14 0.01 0.15
C -0.762 0.867 -4.874 -0.11 -0.02 0.17
C -1.898 0.762 -4.073 0.36 0.03 -0.30
C -1.743 0.680 -2.706 -0.34 -0.09 0.31
N -0.560 0.694 -2.083 -0.03 -0.24 -0.42
C 3.595 0.681 -0.712 0.37 -0.02 0.79
C 4.775 0.789 -1.428 -0.22 0.00 0.12
C 5.959 0.877 -0.700 -0.11 0.01 -0.22
C 5.958 0.878 0.689 -0.20 0.00 0.24
C 4.770 0.784 1.415 -0.11 0.00 -0.12
C 3.594 0.673 0.697 0.30 -0.01 -0.83
H -2.908 0.711 4.448 -0.14 0.03 0.07
H -0.876 0.990 5.900 0.03 -0.03 0.07
H 1.372 0.887 4.775 0.06 0.04 0.04
H -2.624 0.484 2.028 0.18 0.05 0.12
H 1.394 0.887 -4.808 0.10 0.04 -0.05
H -0.847 0.952 -5.945 0.02 -0.02 -0.12
H -2.888 0.735 -4.497 -0.11 0.02 -0.06
H -2.615 0.587 -2.070 0.19 0.05 -0.15
H 4.769 0.819 -2.505 0.05 -0.03 -0.14
H 6.896 0.964 -1.229 0.06 0.00 -0.02
H 6.893 0.970 1.220 0.07 -0.01 0.03
H 4.763 0.813 2.493 0.04 -0.04 0.14
O -3.061 1.156 -0.007 0.60 -0.32 -0.03
C -3.499 2.514 -0.008 -0.32 0.55 0.00
C -2.325 3.458 -0.006 -0.45 -0.12 0.00
C -2.533 4.837 -0.001 0.26 -0.27 -0.01
C -1.436 5.681 0.003 0.02 -0.16 0.00
C -0.162 5.127 0.003 -0.03 -0.25 -0.01
C -0.042 3.750 -0.004 0.61 0.46 0.00
N -1.101 2.938 -0.009 0.68 -1.92 0.08
H -3.850 0.596 -0.035 0.23 -0.17 0.00
H -4.117 2.704 0.880 0.09 -0.02 -0.16
H -4.114 2.706 -0.898 0.09 -0.02 0.16
H -3.534 5.241 -0.002 -0.14 -0.06 0.00
H -1.565 6.753 0.006 -0.05 0.07 0.00
H 0.722 5.745 0.007 0.05 0.01 0.00
H 0.937 3.281 -0.007 -0.11 0.09 0.00
C 0.396 -3.250 -2.035 0.22 0.46 -0.32
N -0.382 -4.012 -1.084 -0.39 0.31 0.66
C -0.725 -5.352 -1.526 0.03 -0.67 -0.12
C -0.930 -3.420 -0.004 0.94 -0.39 0.15
S -1.619 -1.830 -0.210 0.04 2.13 -0.66
N -1.035 -4.040 1.158 0.01 0.36 -0.71
C -1.770 -3.479 2.267 -0.57 0.24 0.65
C -0.298 -5.246 1.475 0.30 -0.66 0.14
H 1.174 -3.905 -2.430 0.01 0.04 0.07
H 0.869 -2.401 -1.537 -0.04 -0.12 -0.13
H -0.201 -2.894 -2.880 -0.08 -0.02 0.08
H -1.103 -5.298 -2.551 -0.03 0.10 0.11
H -1.498 -5.793 -0.904 0.01 0.03 0.06
H 0.153 -6.000 -1.543 -0.04 0.00 0.10
H -2.494 -2.743 1.925 0.13 -0.15 0.09
H -1.077 -3.015 2.973 0.01 0.01 -0.04
H -2.304 -4.270 2.790 0.05 -0.10 -0.04
H 0.539 -5.386 0.796 -0.04 0.06 -0.06
H -0.939 -6.127 1.448 -0.02 0.01 -0.05
H 0.091 -5.155 2.489 -0.04 0.07 -0.04
```
Positions in Å, forces in eV/Å.

Calculated values
- LUMO level (spin up / spin down): -12.0 / -12.0 eV
- HOMO level (spin up / spin down): -16.502 / -16.491 eV
- Frontier orbital gap (spin up / spin down): 0.1669 / 0.1638 Ha
- Total charge: +3
- Total energy: -2129.12663 a.u.
- Spin multiplicity: 1
- F_max: 0.0784 Eh/bohr

Entry 5:
The following is a DFT calculation (ωB97M-V/def2-TZVPD) of the ion C14H21Cl2N2O2 with charge +1.

The geometry in XYZ format:
```
41
Properties=species:S:1:pos:R:3:forces:R:3
C -3.261 -0.879 -2.752 0.55 -0.80 -0.91
C -2.697 0.335 -3.633 -2.25 4.03 0.91
O -3.247 1.460 -3.467 2.23 -4.31 -0.87
O -1.653 0.238 -4.596 -0.75 -0.64 2.19
C -0.358 0.005 -3.958 0.94 -0.47 -0.18
C 0.467 1.376 -3.785 -0.20 0.05 0.64
C 0.946 1.686 -2.284 0.98 0.61 0.19
C 1.810 0.507 -1.597 -1.24 0.46 0.11
C 0.806 -0.303 -0.612 0.71 -0.64 0.06
C 1.030 0.121 0.931 -0.69 -0.17 0.51
C 0.697 -1.070 1.951 1.11 -2.90 -0.69
C 1.130 -2.558 1.804 -3.03 4.71 3.04
N 0.515 -3.152 2.980 -0.43 2.57 -0.19
C -0.208 -2.227 3.807 2.13 -0.22 -3.36
N -0.089 -0.941 3.163 0.48 -3.18 0.53
C -0.781 0.203 3.779 -0.39 2.79 0.98
Cl -2.604 0.018 3.994 2.48 -0.26 -0.55
C -0.178 1.397 4.244 -0.36 -2.24 -0.87
C 1.398 1.624 4.139 -0.33 1.51 0.63
Cl -1.251 2.678 5.012 1.91 -1.91 -1.25
H -3.189 -1.837 -3.388 -0.02 1.33 1.13
H -2.641 -1.009 -1.802 -0.71 0.18 -1.34
H -4.359 -0.740 -2.436 1.91 0.26 -0.75
H 0.263 -0.685 -4.644 -1.28 1.00 0.99
H -0.543 -0.568 -2.984 0.45 0.90 -1.21
H -0.200 2.244 -4.128 1.00 -1.34 0.36
H 1.395 1.315 -4.454 -1.36 0.22 0.95
H 1.620 2.628 -2.300 -1.21 -1.42 -0.18
H 0.085 1.939 -1.566 1.03 -0.34 -1.28
H 2.682 0.945 -0.981 -1.32 -0.75 -1.06
H 2.225 -0.169 -2.418 -0.48 0.80 1.27
H 1.059 -1.419 -0.745 -0.61 1.58 0.41
H -0.301 -0.132 -0.884 1.83 -0.34 0.37
H 0.328 0.994 1.227 1.23 -1.32 -0.57
H 2.118 0.475 1.035 -1.62 -0.70 0.20
H 1.749 -3.080 1.009 -1.09 0.71 1.46
H 0.616 -4.167 3.139 -0.36 0.95 0.31
H -0.771 -2.491 4.768 0.99 0.61 -1.79
H 1.738 1.882 3.064 -0.69 -0.69 1.73
H 1.637 2.571 4.762 -0.42 -1.59 -1.02
H 2.018 0.784 4.608 -1.13 0.96 -0.90
```
Positions in Å, forces in eV/Å.

Calculated values
- LUMO level: -4.0 eV
- Structure (SMILES): CC(=O)OCCCCCCc1c[nH]c[n+]1/C(Cl)=C(\C)Cl
- HOMO level: -12.095 eV
- Frontier orbital gap: 0.2958 Ha
- Total charge: +1
- Total energy: -1726.00332 a.u.
- Spin multiplicity: 1
- F_max: 0.1239 Eh/bohr

Entry 6:
The following is a DFT calculation (ωB97M-V/def2-TZVPD) of a structure of composition C35H41AlF4N4SbSi.

The geometry in XYZ format:
```
87
Properties=species:S:1:pos:R:3:forces:R:3
Al -0.839 -1.105 -1.339 0.21 -0.09 0.24
N -2.351 -0.016 -0.549 -0.13 -0.06 -0.21
C -3.365 -0.826 0.163 0.09 0.07 0.05
C -2.590 -1.741 1.100 0.03 -0.04 -0.05
N -1.461 -2.295 0.328 0.03 0.07 -0.03
H -1.919 0.639 0.112 0.01 -0.04 -0.06
H -2.767 0.566 -1.272 -0.05 -0.03 0.00
H -3.927 -1.399 -0.577 0.01 -0.01 0.01
H -4.063 -0.197 0.714 -0.01 0.00 0.00
H -3.228 -2.519 1.518 -0.01 0.00 -0.01
H -2.182 -1.159 1.927 -0.03 -0.02 -0.02
H -1.697 -3.182 -0.113 0.00 0.00 -0.01
H -0.657 -2.491 0.923 -0.01 0.03 0.08
C -3.092 0.956 -3.549 -0.04 0.00 0.05
Si -1.240 1.027 -3.887 0.00 -0.02 -0.13
C -0.763 2.835 -3.891 0.01 -0.04 0.04
C -0.891 0.246 -5.560 -0.01 -0.03 0.03
N -0.387 0.181 -2.606 0.08 0.18 0.03
C 0.996 0.352 -2.523 -0.05 -0.01 0.00
C 1.884 0.786 -3.517 0.02 0.03 0.01
C 3.237 0.938 -3.245 -0.02 0.00 -0.01
C 3.772 0.659 -1.993 0.02 0.00 0.02
C 2.938 0.199 -0.980 -0.01 0.03 -0.05
C 1.622 0.072 -1.318 -0.03 -0.02 0.04
F 0.697 -0.424 -0.323 -0.01 -0.21 -0.15
H -3.607 1.255 -4.465 0.03 0.01 0.00
H -3.415 1.675 -2.788 0.03 0.00 0.00
H -3.482 -0.033 -3.299 0.00 0.02 -0.02
H -1.369 3.389 -4.611 -0.01 -0.03 -0.01
H 0.284 2.999 -4.146 -0.02 0.01 0.01
H -0.940 3.271 -2.906 -0.02 0.04 0.01
H -1.814 0.062 -6.115 0.00 0.01 0.00
H -0.376 -0.710 -5.448 0.00 0.01 0.00
H -0.265 0.886 -6.185 0.00 0.01 0.02
H 1.513 1.001 -4.510 0.01 -0.02 0.01
H 3.890 1.279 -4.037 0.00 0.00 0.01
H 4.829 0.785 -1.804 -0.01 0.00 0.00
H 3.291 -0.042 0.013 0.02 -0.01 0.01
F -1.017 0.920 8.747 0.00 0.00 0.00
C -0.685 0.665 7.475 0.00 0.01 0.00
C -0.194 1.700 6.698 0.00 -0.03 0.00
C 0.147 1.430 5.383 0.00 0.02 0.00
C -0.002 0.148 4.853 0.00 0.10 0.03
C -0.499 -0.865 5.668 -0.02 -0.05 -0.01
C -0.846 -0.616 6.989 0.00 0.02 0.00
Sb 0.525 -0.300 2.847 0.01 -0.11 0.15
C -0.546 1.333 1.958 0.07 0.10 -0.11
C -1.853 1.620 2.357 0.04 -0.04 0.05
C -2.613 2.582 1.702 -0.03 0.06 0.02
C -2.038 3.272 0.651 0.03 0.00 0.01
F -2.761 4.204 0.015 -0.02 0.01 -0.02
C -0.740 3.037 0.236 -0.03 -0.04 0.02
C -0.005 2.055 0.889 -0.07 0.11 0.08
C 2.470 0.550 2.760 0.04 -0.05 -0.03
C 2.725 1.919 2.729 -0.01 0.05 0.03
C 4.024 2.403 2.677 -0.01 0.00 -0.01
C 5.065 1.495 2.661 0.01 -0.02 0.00
F 6.322 1.955 2.609 0.00 0.00 0.00
C 4.857 0.129 2.697 0.00 0.03 0.00
C 3.549 -0.333 2.742 0.02 -0.04 -0.02
H -0.084 2.686 7.127 0.00 0.00 0.00
H 0.535 2.236 4.771 0.00 -0.01 0.00
H -0.619 -1.871 5.281 0.01 0.00 0.00
H -1.231 -1.392 7.637 0.00 0.00 0.00
H -2.290 1.099 3.202 0.00 0.00 0.01
H -3.624 2.818 2.008 0.00 0.00 0.01
H -0.319 3.619 -0.573 0.01 -0.01 -0.03
H 1.012 1.873 0.562 -0.02 0.03 0.01
H 1.909 2.632 2.744 0.01 -0.01 0.00
H 4.237 3.463 2.654 0.00 0.00 0.00
H 5.703 -0.544 2.693 -0.01 0.00 -0.01
H 3.382 -1.406 2.763 -0.01 0.01 0.01
C 1.928 -3.283 -0.727 0.03 0.04 0.02
C 0.857 -3.578 -1.731 -0.02 -0.03 0.02
C 0.732 -4.688 -2.527 0.00 -0.01 0.04
C -0.431 -4.520 -3.322 -0.04 0.01 0.05
C -0.966 -3.307 -2.981 0.02 -0.07 -0.03
C -2.210 -2.633 -3.466 -0.10 0.05 0.01
N -0.180 -2.708 -2.013 -0.13 0.10 -0.18
H 2.315 -4.214 -0.313 0.01 0.00 -0.03
H 1.569 -2.683 0.115 -0.02 -0.03 0.01
H 2.770 -2.744 -1.167 -0.01 0.02 -0.01
H 1.404 -5.532 -2.530 -0.01 0.00 0.00
H -0.833 -5.211 -4.046 0.01 0.00 0.01
H -2.070 -2.044 -4.376 0.03 -0.01 0.01
H -2.634 -1.935 -2.717 0.04 -0.05 0.04
H -3.009 -3.353 -3.647 0.03 -0.01 -0.05
```
Positions in Å, forces in eV/Å.

Calculated values
- LUMO level: -2.1 eV
- HOMO level: -9.956 eV
- Frontier orbital gap: 0.2873 Ha
- Total charge: +1
- Total energy: -2748.94240 a.u.
- Spin multiplicity: 1
- F_max: 0.0066 Eh/bohr
- Relative energy (zero: lowest compared OMol25 entry of this formula, charge and spin): 18.8 kJ/mol